Below is C35H50AlBN4O4P2Si as an isolated structure at a distorted geometry, with properties calculated with wB97M-V/def2-TZVPD.

Output
LUMO level = 0.259 eV
Molecular weight = 718.64 g/mol
Electronic energy = -84992.9156 eV
Energy relative to the best compared isomer or geometry (same formula, charge and spin) = 2.2 kcal per mole
HOMO = -7.23 eV
Maximum force = 4.1 eV Å⁻¹
2S+1 = 1

CARTESIAN COORDINATES (ANGSTROEM)
1 Al 1.42 0.02 -0.07
2 O -0.58 -1.41 -0.68
3 C -0.64 -1.34 0.58
4 O 0.23 -0.56 1.19
5 C -1.54 -2.24 1.37
6 C -1.94 -3.46 0.81
7 C -2.78 -4.30 1.54
8 C -3.41 -3.88 2.68
9 C -3.06 -2.67 3.27
10 C -2.06 -1.88 2.65
11 P -1.43 -0.30 3.23
12 C -2.87 0.70 3.69
13 C -2.73 1.63 4.71
14 C -3.80 2.44 5.05
15 C -5.03 2.30 4.47
16 C -5.15 1.42 3.42
17 C -4.12 0.60 3.01
18 C -0.61 -0.98 4.77
19 C -1.04 -0.84 6.11
20 C -0.50 -1.70 7.03
21 C 0.52 -2.63 6.86
22 C 1.05 -2.63 5.53
23 C 0.44 -1.85 4.50
24 H -1.62 -3.80 -0.19
25 H -2.84 -5.39 1.28
26 H -4.19 -4.49 3.11
27 H -3.47 -2.37 4.23
28 H -1.75 1.82 5.09
29 H -3.65 3.25 5.79
30 H -5.87 2.93 4.75
31 H -6.05 1.34 2.81
32 H -4.19 -0.04 2.16
33 H -1.77 -0.12 6.45
34 H -0.85 -1.61 8.04
35 H 0.81 -3.24 7.67
36 H 1.93 -3.21 5.26
37 H 1.00 -1.74 3.56
38 B 4.43 2.69 1.86
39 C 3.22 1.88 1.39
40 N 2.40 1.10 1.10
41 H 4.10 3.83 2.22
42 H 5.24 2.70 1.02
43 H 4.98 2.27 2.89
44 C 4.48 -2.69 1.04
45 Si 3.42 -2.50 -0.54
46 C 4.32 -2.76 -2.16
47 C 2.16 -3.87 -0.46
48 O 2.46 -1.14 -0.59
49 H 4.40 -3.62 1.63
50 H 4.25 -1.88 1.75
51 H 5.56 -2.58 0.85
52 H 5.31 -3.24 -2.20
53 H 4.39 -1.84 -2.76
54 H 3.74 -3.37 -2.85
55 H 1.80 -4.03 0.57
56 H 2.40 -4.90 -0.79
57 H 1.22 -3.56 -1.02
58 O 0.51 1.14 -1.08
59 P 0.09 1.40 -2.58
60 N -1.50 1.21 -2.72
61 C -2.58 1.13 -1.57
62 C -3.79 0.46 -2.24
63 C -3.43 0.18 -3.68
64 C -2.26 1.06 -4.00
65 N 0.94 0.58 -3.68
66 C 2.32 0.97 -4.06
67 C 2.61 0.11 -5.28
68 C 1.63 -1.05 -5.25
69 C 0.65 -0.83 -4.08
70 N 0.55 3.00 -2.75
71 C 0.75 3.91 -1.64
72 C 1.54 5.14 -2.15
73 C 1.30 5.09 -3.69
74 C 0.57 3.80 -3.99
75 H -2.85 2.15 -1.27
76 H -2.11 0.63 -0.68
77 H -4.63 1.13 -2.23
78 H -4.19 -0.41 -1.64
79 H -4.24 0.34 -4.38
80 H -3.03 -0.87 -3.82
81 H -2.59 1.98 -4.44
82 H -1.64 0.60 -4.80
83 H 2.96 0.66 -3.24
84 H 2.43 2.04 -4.28
85 H 3.69 -0.04 -5.34
86 H 2.46 0.70 -6.22
87 H 2.08 -2.01 -5.15
88 H 1.01 -1.22 -6.13
89 H 0.75 -1.56 -3.27
90 H -0.36 -0.90 -4.49
91 H 1.19 3.43 -0.77
92 H -0.23 4.23 -1.30
93 H 2.67 5.05 -1.93
94 H 1.15 5.99 -1.59
95 H 2.26 5.28 -4.22
96 H 0.75 5.95 -4.04
97 H 0.97 3.25 -4.82
98 H -0.54 4.05 -4.22